Here is a molecular structure, C34H27N7O2PRu from OMol25. Energies are from ωB97M-V with the def2-TZVPD basis set.

Values from the calculation:
Expectation value of S²: 0.756
Total charge: +2
E_LUMO (alpha / beta), eV: -6.65 / -7.14
HOMO-LUMO gap (alpha / beta), eV: 7.9059 / 7.4276
Energy above the lowest of the compared OMol25 structures with the same formula, charge and spin, kcal per mole: 0.00
Multiplicity: 2
Highest occupied orbital energy (alpha / beta), Eh: -0.5351 / -0.5353

Atoms and positions in Å:
1 Ru 0.43 1.05 0.03
2 P -1.42 -0.31 0.05
3 O 0.47 1.25 1.97
4 O 1.05 0.16 3.83
5 N 4.91 1.32 -0.46
6 N 1.33 3.90 0.00
7 N -1.11 2.56 0.10
8 N 2.75 1.49 -0.54
9 N 4.67 2.61 -0.18
10 N 1.35 -0.77 0.45
11 N 2.74 6.30 0.26
12 C 1.56 -1.66 -1.78
13 C 3.78 0.66 -0.66
14 C -1.60 -0.66 -3.96
15 C -1.64 -1.05 -1.58
16 C -4.14 0.41 0.31
17 C 1.00 0.23 2.64
18 C -2.03 -1.96 -4.17
19 C -1.41 -0.21 -2.66
20 C 1.96 -2.68 -2.60
21 C -5.14 1.35 0.39
22 C -2.51 2.17 0.21
23 C -2.81 0.82 0.23
24 C 2.37 -2.93 0.15
25 C 3.37 2.69 -0.24
26 C -3.51 3.13 0.29
27 C -2.28 -2.80 -3.09
28 C 2.55 -3.84 -2.08
29 C 1.42 6.26 0.28
30 C -1.56 -3.26 3.52
31 C 2.60 -2.99 1.54
32 C -1.03 -2.81 1.22
33 C -1.07 -3.69 2.29
34 C 2.76 -3.96 -0.74
35 C -4.83 2.71 0.38
36 C -2.01 -1.09 2.60
37 C -1.51 -1.51 1.37
38 C 3.37 5.15 0.10
39 C 2.66 3.95 -0.03
40 C 1.74 -1.77 -0.39
41 C 2.19 -1.96 2.35
42 C -2.03 -1.96 3.68
43 C 0.72 5.07 0.15
44 C 1.55 -0.88 1.76
45 C -2.09 -2.35 -1.79
46 H 1.82 -2.58 -3.67
47 H -1.59 -3.95 4.36
48 H -2.31 -3.01 -0.96
49 H 4.45 5.15 0.07
50 H 3.23 -4.85 -0.32
51 H -0.99 3.19 -0.69
52 H -0.84 3.10 0.93
53 H -2.64 -3.81 -3.26
54 H 1.12 -0.76 -2.20
55 H -0.71 -4.70 2.17
56 H -2.19 -2.32 -5.18
57 H 3.09 -3.86 1.95
58 H 5.86 0.97 -0.50
59 H 2.33 -1.96 3.42
60 H 2.85 -4.64 -2.75
61 H -1.09 0.82 -2.51
62 H -4.38 -0.65 0.31
63 H -5.62 3.44 0.44
64 H -0.36 5.10 0.18
65 H -0.63 -3.15 0.27
66 H 3.74 -0.38 -0.93
67 H -6.17 1.04 0.45
68 H -2.40 -1.63 4.63
69 H -2.37 -0.08 2.74
70 H 0.89 7.20 0.40
71 H -3.27 4.18 0.28
72 H -1.42 0.00 -4.79


Here is a molecular structure, C34H28AlBBr3Cl3F23N5O15 at a distorted geometry from OMol25. Energies are from ωB97M-V with the def2-TZVPD basis set.

Values from the calculation:
Total charge: 0
E_LUMO, eV: -5.18
HOMO-LUMO gap, eV: 2.5574
Multiplicity: 1
Highest occupied orbital energy, Eh: -0.2845

Atoms and positions in Å:
1 Br 4.55 -4.50 4.02
2 Br 4.16 -2.02 2.06
3 Br 6.32 -1.87 4.40
4 Cl 2.16 1.89 -6.07
5 Cl -6.07 -0.44 0.14
6 Cl -0.65 1.42 -6.75
7 Al -3.65 8.13 -0.32
8 F 2.89 -0.48 -1.30
9 F -4.06 0.62 -5.01
10 F 2.98 0.76 -3.59
11 F 3.91 -2.45 6.76
12 F 0.26 -0.58 -2.19
13 F -1.95 -1.84 -1.51
14 F 5.54 -3.06 8.88
15 F 3.02 -2.12 8.71
16 F -0.32 1.28 0.61
17 F -1.95 -1.08 0.51
18 F -0.19 -5.60 9.11
19 F 2.14 -3.59 10.81
20 F 1.94 -5.92 8.98
21 F 3.35 2.74 -2.67
22 F 1.78 2.50 0.01
23 F 1.34 -0.04 0.93
24 F 4.80 1.15 -2.55
25 F 0.86 2.04 -1.87
26 F 3.76 1.20 -0.26
27 F 1.24 -5.42 11.55
28 F 4.22 -4.67 9.49
29 F 7.03 -0.90 0.65
30 F 0.44 -1.80 -0.42
31 O -4.81 -2.53 -3.46
32 O -4.46 -5.95 -0.71
33 O 3.15 5.58 -3.22
34 O 0.15 -1.87 12.04
35 O 1.04 -4.00 8.26
36 O 5.67 -3.26 -1.46
37 O 7.19 -3.10 0.19
38 O -4.69 -8.04 0.10
39 O -5.30 -4.48 -2.45
40 O -4.55 -1.52 -0.71
41 O 6.62 -5.13 -0.64
42 O -5.08 -3.64 -0.23
43 O -7.53 -7.31 0.10
44 O -6.74 -5.37 -0.71
45 O -4.66 7.76 -3.76
46 N -3.67 5.71 -4.31
47 N -3.37 8.94 -2.07
48 N -4.96 4.58 -1.99
49 N -2.04 4.23 -5.92
50 N -5.86 6.75 -1.61
51 C -2.42 0.43 -1.29
52 C 5.40 -3.01 3.15
53 C -3.87 2.54 -2.51
54 C 3.41 -3.09 7.86
55 C 1.50 1.47 -0.83
56 C 0.03 4.90 -6.93
57 C 4.57 -3.90 8.45
58 C 1.00 -4.98 9.23
59 C 2.16 -3.86 7.38
60 C -0.07 -0.64 -0.89
61 C -1.61 -0.75 -0.75
62 C 6.50 -3.95 -0.64
63 C 5.71 -1.89 -1.05
64 C -4.97 -3.20 -2.48
65 C -4.44 6.36 -3.50
66 C 2.89 0.86 -1.23
67 C 7.05 -1.80 -0.36
68 C -0.45 5.50 -4.46
69 C -2.62 3.63 -4.77
70 C -2.81 0.35 -2.81
71 C -3.99 8.35 -2.88
72 C -6.63 -6.63 -0.25
73 C -4.12 3.88 -2.81
74 C -5.06 5.82 -2.39
75 C -5.16 -7.00 -0.25
76 C -4.84 -2.70 -1.05
77 C -3.48 4.43 -3.96
78 C 1.09 -4.41 10.66
79 C -3.03 1.78 -3.29
80 C 1.04 1.13 -7.21
81 C 0.58 0.51 -0.03
82 C -0.92 4.82 -5.74
83 C 3.48 1.42 -2.56
84 C -2.38 2.33 -4.46
85 B -5.40 -4.88 -1.03
86 H 1.76 -3.27 6.56
87 H 2.43 -4.82 6.93
88 H 3.23 4.73 -2.78
89 H 1.22 0.06 -7.22
90 H -1.14 6.33 -4.27
91 H -3.35 0.46 -0.72
92 H -1.94 1.40 -1.12
93 H 5.00 -4.55 7.68
94 H -4.33 2.09 -1.65
95 H -0.41 4.33 -7.76
96 H 1.01 4.49 -6.67
97 H 0.55 5.91 -4.61
98 H -3.77 -0.15 -2.88
99 H 6.15 -3.42 2.48
100 H -2.02 -0.14 -3.38
101 H -6.48 6.19 -1.03
102 H 0.96 -2.19 12.45
103 H 5.65 -1.22 -1.91
104 H -0.41 4.81 -3.61
105 H 1.20 1.54 -8.20
106 H 3.87 6.11 -2.86
107 H -1.73 1.66 -5.04
108 H -5.20 7.23 -0.97
109 H -0.36 -1.53 12.79
110 H 0.09 5.96 -7.22
111 H 0.18 -3.86 10.91
112 H 7.89 -1.59 -1.02
113 H 4.88 -1.68 -0.37


Here is a molecular structure, C34H28AsN2ORuS3 from OMol25. Energies are from ωB97M-V with the def2-TZVPD basis set.

Values from the calculation:
Expectation value of S²: 8.773
Total charge: 0
E_LUMO (alpha / beta), eV: 0.23 / -1.45
HOMO-LUMO gap (alpha / beta), eV: 7.7014 / 6.6113
Multiplicity: 6
Highest occupied orbital energy (alpha / beta), Eh: -0.2746 / -0.2962

Atoms and positions in Å:
1 Ru -0.61 -0.34 0.58
2 As -0.51 -2.73 -0.80
3 S -0.19 -0.99 2.80
4 S 1.41 0.84 4.45
5 S -2.74 -0.41 -0.51
6 O -0.43 1.71 0.56
7 N 1.87 0.54 1.86
8 N 1.74 -0.14 0.67
9 C -4.19 -4.74 -0.35
10 C 0.45 -4.32 -0.24
11 C -2.37 -3.17 -0.57
12 C 2.23 2.43 4.08
13 C 0.52 -5.46 -1.03
14 C 1.88 0.57 -0.41
15 C -5.08 -3.68 -0.24
16 C -1.17 -2.25 -4.92
17 C 2.11 -0.17 -1.69
18 C 1.81 -6.56 0.67
19 C 0.65 5.59 5.45
20 C 2.41 4.25 -1.04
21 C 1.07 -4.30 1.00
22 C 1.29 3.58 4.28
23 C -3.27 -2.10 -0.44
24 C 1.72 2.03 -0.43
25 C 2.64 2.89 -1.01
26 C -0.47 5.71 4.64
27 C 1.14 0.17 2.85
28 C 1.52 4.53 5.27
29 C 1.09 -3.01 -4.67
30 C 1.20 -6.58 -0.58
31 C 0.92 -3.09 -3.30
32 C -0.31 -2.75 -2.73
33 C -2.84 -4.48 -0.52
34 C 0.15 3.70 3.48
35 C 1.75 -5.42 1.46
36 C -1.35 -2.33 -3.54
37 C -0.72 4.76 3.66
38 C 0.04 -2.59 -5.48
39 C 0.50 2.52 0.07
40 C -4.62 -2.37 -0.28
41 C 1.22 4.75 -0.52
42 C 0.27 3.90 0.01
43 H -6.13 -3.87 -0.11
44 H 2.15 -1.24 -1.52
45 H 2.40 4.44 5.90
46 H 2.04 -3.29 -5.11
47 H 1.74 -3.42 -2.68
48 H -0.05 2.95 2.72
49 H 1.26 -7.47 -1.20
50 H 2.35 -7.43 1.02
51 H 1.03 -3.40 1.61
52 H 3.11 2.52 4.72
53 H 0.05 -5.48 -2.01
54 H -2.13 -5.30 -0.59
55 H -1.16 6.54 4.79
56 H 3.15 4.92 -1.47
57 H 0.18 -2.53 -6.56
58 H -1.99 -1.92 -5.54
59 H 2.58 2.36 3.05
60 H 1.34 0.07 -2.44
61 H -4.54 -5.76 -0.31
62 H 0.84 6.33 6.22
63 H 2.23 -5.40 2.43
64 H -1.60 4.85 3.03
65 H 3.07 0.16 -2.11
66 H -0.67 4.28 0.40
67 H 1.03 5.82 -0.55
68 H -5.32 -1.55 -0.18
69 H 3.57 2.48 -1.41
70 H -2.31 -2.06 -3.11


Here is a molecular structure, C34H28BrN9O5Ti from OMol25. Energies are from ωB97M-V with the def2-TZVPD basis set.

Values from the calculation:
Total charge: 0
E_LUMO (alpha / beta), eV: -0.14 / -0.14
HOMO-LUMO gap (alpha / beta), eV: 5.5150 / 5.5202
Energy above the lowest of the compared OMol25 structures with the same formula, charge and spin, kcal per mole: 0.00
Multiplicity: 1
Highest occupied orbital energy (alpha / beta), Eh: -0.2079 / -0.2081

Atoms and positions in Å:
1 Br 3.16 1.18 7.02
2 Ti 0.99 0.93 -0.06
3 O 1.70 3.03 -1.16
4 O 2.93 3.46 -2.85
5 O 1.90 2.16 1.23
6 O 1.89 -0.50 0.56
7 O -0.73 2.11 -0.83
8 N 3.44 1.46 -4.35
9 N 2.90 -1.32 -2.20
10 N 3.26 -0.54 -3.28
11 N -0.03 -0.34 -1.22
12 N -2.35 2.56 2.30
13 N 2.54 1.32 -2.14
14 N -0.39 0.70 1.62
15 N 2.41 2.67 -2.09
16 N 0.05 -1.69 -1.33
17 C 3.09 0.79 -3.25
18 C -0.12 -4.46 -1.44
19 C 0.82 -2.37 -0.45
20 C -3.25 3.47 2.57
21 C 1.71 -1.82 0.48
22 C -1.46 1.48 -1.81
23 C 1.54 -4.62 0.33
24 C 2.42 -3.99 1.27
25 C -4.62 3.34 2.24
26 C 2.15 1.92 2.48
27 C 3.64 2.17 4.38
28 C -2.16 -0.77 0.84
29 C -1.77 0.42 1.39
30 C 1.26 1.22 3.32
31 C -4.46 -0.05 0.73
32 C 2.74 1.47 5.19
33 C -2.75 1.42 1.69
34 C -4.09 1.18 1.34
35 C -3.51 -1.00 0.51
36 C 0.75 -3.82 -0.52
37 C -2.49 2.08 -2.51
38 C -1.03 3.47 -0.51
39 C -0.19 -5.83 -1.51
40 C -5.03 2.19 1.63
41 C 1.56 1.02 4.68
42 C -1.76 -0.58 -2.98
43 C 1.45 -6.02 0.24
44 C -1.06 0.16 -2.02
45 C 0.61 -6.62 -0.66
46 C -3.16 1.32 -3.47
47 C 2.49 -2.64 1.33
48 C -0.03 0.80 2.85
49 C 3.35 2.40 3.06
50 C -2.80 0.01 -3.70
51 H 3.16 -2.14 2.03
52 H 2.06 -6.62 0.90
53 H 3.44 2.47 -4.31
54 H -0.73 -3.84 -2.08
55 H 0.55 -7.70 -0.71
56 H -3.78 -1.95 0.06
57 H 3.63 -1.98 -1.97
58 H -1.42 -1.53 0.62
59 H 3.02 -4.61 1.92
60 H -5.50 -0.22 0.47
61 H 1.99 -1.75 -2.32
62 H -2.77 3.10 -2.33
63 H -2.08 3.55 -0.22
64 H 4.03 2.95 2.43
65 H 4.57 2.53 4.81
66 H -3.97 1.77 -4.03
67 H -2.90 4.37 3.06
68 H 3.44 -0.96 -4.18
69 H -0.81 4.12 -1.35
70 H -0.86 -6.30 -2.21
71 H 0.85 0.50 5.31
72 H -1.48 -1.61 -3.13
73 H 3.92 0.98 -5.09
74 H -0.77 0.56 3.62
75 H -6.07 2.04 1.37
76 H -5.31 4.13 2.49
77 H -3.33 -0.58 -4.44
78 H -0.40 3.73 0.34


Here is a molecular structure, C34H28GeN12ORu from OMol25. Energies are from ωB97M-V with the def2-TZVPD basis set.

Values from the calculation:
Expectation value of S²: 8.801
Total charge: +1
E_LUMO (alpha / beta), eV: -2.81 / -6.02
HOMO-LUMO gap (alpha / beta), eV: 6.6221 / 5.6613
Energy above the lowest of the compared OMol25 structures with the same formula, charge and spin, kcal per mole: 0.00
Multiplicity: 6
Highest occupied orbital energy (alpha / beta), Eh: -0.3465 / -0.4294

Atoms and positions in Å:
1 Ru 0.22 -1.34 -0.61
2 Ge 0.77 1.25 -0.20
3 O -1.70 -0.80 -0.89
4 N 1.76 -2.03 0.54
5 N 1.85 -0.72 -3.18
6 N 2.11 -1.20 -4.34
7 N 1.45 -2.36 -4.53
8 N -1.23 -3.98 -0.04
9 N 1.00 -1.55 -2.53
10 N -0.01 -3.65 -3.21
11 N -1.70 -5.11 -0.67
12 N -0.60 -1.32 1.20
13 N -1.87 -1.05 1.36
14 N -0.55 -3.30 -0.90
15 N -1.33 -5.12 -1.89
16 C 1.40 2.17 3.86
17 C -0.98 2.05 3.55
18 C -0.60 -3.99 -2.07
19 C 3.98 -2.81 0.93
20 C -5.49 0.93 -1.12
21 C -2.41 -0.72 0.18
22 C 4.21 2.22 -2.34
23 C 0.79 -2.53 -3.41
24 C -2.22 3.76 -1.70
25 C 2.61 1.34 -0.77
26 C -3.77 -0.19 0.12
27 C 2.96 -2.41 0.09
28 C 1.51 -2.02 1.90
29 C -4.60 -0.23 1.24
30 C 1.59 1.86 2.52
31 C -6.32 0.89 0.00
32 C -4.22 0.39 -1.07
33 C -2.33 3.38 -3.03
34 C 5.24 1.64 -1.62
35 C -0.79 1.74 2.22
36 C 3.76 -2.79 2.31
37 C -1.51 2.37 -3.54
38 C 0.23 -1.65 2.30
39 C -0.49 2.11 -1.37
40 C 0.50 1.63 1.68
41 C 2.90 2.07 -1.92
42 C -5.87 0.31 1.18
43 C -1.32 3.12 -0.87
44 C 4.96 0.90 -0.47
45 C -0.27 -1.56 3.69
46 C 2.54 -2.39 2.80
47 C 3.65 0.76 -0.05
48 C -0.60 1.74 -2.71
49 C 0.12 2.26 4.38
50 H -0.25 -2.54 4.17
51 H 2.60 1.82 2.13
52 H 3.45 0.18 0.85
53 H -3.04 3.88 -3.68
54 H -7.31 1.31 -0.05
55 H 2.10 2.51 -2.51
56 H 6.27 1.75 -1.95
57 H 4.92 -3.12 0.50
58 H -0.03 2.51 5.42
59 H 5.77 0.45 0.09
60 H 2.34 -2.37 3.86
61 H -1.24 3.44 0.16
62 H -1.58 2.09 -4.58
63 H -1.98 2.14 3.95
64 H 2.26 2.35 4.49
65 H -6.52 0.27 2.04
66 H -1.66 1.58 1.60
67 H 4.43 2.79 -3.23
68 H -0.12 -4.27 -4.00
69 H 0.36 -0.88 4.27
70 H 0.04 0.96 -3.12
71 H -2.85 4.55 -1.31
72 H 3.09 -2.38 -0.99
73 H -1.29 -1.18 3.70
74 H -5.85 1.39 -2.04
75 H -4.24 -0.69 2.16
76 H -3.57 0.43 -1.93
77 H 4.54 -3.08 3.00


Here is a molecular structure, C34H28N2PRh at a distorted geometry from OMol25. Energies are from ωB97M-V with the def2-TZVPD basis set.

Values from the calculation:
Expectation value of S²: 6.017
Total charge: +2
E_LUMO (alpha / beta), eV: -6.31 / -8.90
HOMO-LUMO gap (alpha / beta), eV: 7.3108 / 5.4411
Multiplicity: 5
Highest occupied orbital energy (alpha / beta), Eh: -0.5006 / -0.5269

Atoms and positions in Å:
1 Rh 0.27 0.00 -1.06
2 P 0.13 0.00 1.30
3 N -1.20 -1.33 -2.00
4 N -1.20 1.30 -2.01
5 C -3.61 2.17 2.82
6 C 3.44 2.27 1.65
7 C -1.95 3.46 -2.64
8 C 2.03 0.55 3.35
9 C 1.23 -2.42 2.01
10 C 2.85 -1.19 -2.13
11 C -2.97 2.89 -3.40
12 C 4.76 0.04 -2.89
13 C 3.89 2.03 2.94
14 C -1.09 -2.66 -1.96
15 C -1.33 0.90 1.90
16 C 2.18 0.01 -1.89
17 C 3.17 1.19 3.79
18 C -2.53 0.76 1.21
19 C -2.17 0.72 -2.74
20 C 4.09 1.24 -2.68
21 C -2.42 2.31 3.51
22 C 0.05 -4.24 3.02
23 C 0.05 -1.67 2.00
24 C -1.96 -3.49 -2.65
25 C 2.27 1.68 1.22
26 C -2.17 -0.74 -2.74
27 C -1.13 -3.50 2.98
28 C -2.97 -2.91 -3.40
29 C -1.09 2.63 -1.96
30 C -3.08 -1.54 -3.45
31 C -1.14 -2.22 2.46
32 C 1.58 0.79 2.05
33 C -1.27 1.70 3.05
34 C -3.08 1.51 -3.45
35 C 4.13 -1.17 -2.66
36 C 2.79 1.23 -2.20
37 C -3.67 1.39 1.67
38 C 1.23 -3.69 2.54
39 H -3.86 1.06 -4.04
40 H -0.34 1.82 3.58
41 H -2.05 -3.93 3.36
42 H 1.86 1.88 0.23
43 H -2.06 -1.65 2.44
44 H 2.14 -4.26 2.56
45 H -3.67 3.52 -3.93
46 H -4.60 1.27 1.14
47 H -1.84 -4.56 -2.60
48 H -3.67 -3.54 -3.94
49 H -2.56 0.14 0.32
50 H 4.64 -2.10 -2.88
51 H -0.29 -3.06 -1.35
52 H 3.52 1.02 4.79
53 H 2.38 -2.15 -1.92
54 H 4.57 2.18 -2.90
55 H 4.79 2.50 3.29
56 H 1.50 -0.13 4.00
57 H -3.85 -1.08 -4.04
58 H -4.50 2.67 3.17
59 H -2.38 2.90 4.41
60 H 5.79 0.06 -3.21
61 H 3.99 2.92 0.98
62 H -0.28 3.03 -1.35
63 H 2.14 -1.98 1.62
64 H -1.83 4.53 -2.59
65 H 2.27 2.17 -2.08
66 H 0.04 -5.24 3.42